Entry 1:
10
Properties=species:S:1:pos:R:3:mulliken_charge:R:1 method="wB97M-V/def2-TZVPD" energy_ha=-342.678291 fmax_ev_per_a=1.986 de_lowest_kj_mol=117.2 smiles="C1=NN=NC1.F" total_charge=0 mol_weight_g_mol=89.1
F -3.262 -0.198 -0.133 -0.46
N 1.339 1.385 -0.076 -0.25
N -0.021 1.521 0.007 -0.28
N -0.617 0.441 0.075 -0.01
C 1.608 0.133 -0.054 -0.08
C 0.336 -0.641 0.064 -0.40
H 0.133 -1.330 -0.757 0.28
H 2.605 -0.252 -0.110 0.41
H 0.261 -1.207 0.997 0.27
H -2.381 0.147 -0.013 0.52

Entry 2:
7
Properties=species:S:1:pos:R:3:mulliken_charge:R:1 method="wB97M-V/def2-TZVPD" energy_ha=-494.394859 fmax_ev_per_a=4.286 de_lowest_kj_mol=442.8 total_charge=0 mol_weight_g_mol=74.0
P 2.764 -0.423 0.287 0.08
O 1.937 1.198 0.118 -0.39
C 1.165 -0.701 -0.328 -0.24
C 0.870 0.649 -0.438 -0.19
H 0.064 1.259 -0.737 0.48
H 0.627 -1.742 -0.571 0.25
H -1.306 0.021 0.942 0.01

Entry 3:
51
Properties=species:S:1:pos:R:3:mulliken_charge:R:1 method="wB97M-V/def2-TZVPD" energy_ha=-3272.917857 fmax_ev_per_a=4.598 de_lowest_kj_mol=161.7 total_charge=+1 mol_weight_g_mol=552.2
V 0.378 -0.144 -0.345 -0.18
P 0.075 -1.869 -2.678 0.37
P -1.417 0.446 -2.335 0.90
O 1.386 -2.184 -3.232 -0.53
O 0.106 2.756 2.048 -0.53
O -2.166 -1.402 2.482 -0.55
O -2.505 -0.223 -1.637 -0.58
O -1.766 1.630 -3.302 -0.48
O 0.866 1.084 0.768 -0.40
O -1.041 -2.962 -2.838 -0.48
O -0.548 -0.529 -3.308 -0.21
O -0.325 1.019 -1.406 -0.37
O 0.094 -1.557 -1.159 0.32
N 1.081 -1.644 1.188 -0.29
N 6.001 -0.776 -4.463 -0.58
N -1.023 -0.290 0.840 0.55
N 5.573 1.368 -4.905 -0.01
N 2.326 -0.030 -1.110 0.39
C 8.377 -0.444 -7.260 -0.48
C -1.260 -1.336 1.698 0.57
C 6.779 -0.396 -5.504 0.63
C -1.402 0.989 1.290 -0.51
C 4.085 -0.981 -2.406 -0.62
C -0.137 -2.369 1.575 -0.47
C 4.318 0.238 -3.058 1.04
C 5.289 0.277 -4.119 -0.17
C 2.596 1.162 -1.655 -0.35
C -0.033 1.742 1.440 0.69
C 7.175 1.628 -6.838 -1.00
C 7.722 -1.112 -6.251 -0.80
C 8.116 0.904 -7.542 -0.43
C 6.519 0.970 -5.808 0.71
C 3.558 1.337 -2.629 -0.97
C 3.088 -1.069 -1.462 -0.24
H 1.474 -1.177 2.011 0.30
H 4.668 -1.843 -2.684 0.55
H 6.968 2.660 -7.074 0.39
H -0.860 -3.577 -3.550 0.36
H -2.597 1.514 -3.763 0.36
H -0.414 -3.073 0.782 0.23
H 3.703 2.324 -3.041 0.35
H -1.976 0.956 2.225 0.48
H 2.875 -2.019 -0.988 0.25
H -0.037 -2.911 2.526 0.46
H -1.941 1.543 0.509 0.13
H 1.781 -2.316 0.869 0.28
H 8.662 1.383 -8.340 0.40
H 5.133 2.273 -4.862 0.18
H 2.018 2.008 -1.293 0.50
H 9.124 -0.960 -7.846 0.39
H 7.918 -2.149 -6.031 0.45

Entry 4:
6
Properties=species:S:1:pos:R:3:mulliken_charge:R:1 method="wB97M-V/def2-TZVPD" energy_ha=-625.417599 fmax_ev_per_a=3.696 de_lowest_kj_mol=448.4 total_charge=0 mol_weight_g_mol=79.5
Cl -0.583 2.468 -1.427 -0.02
N 0.028 0.312 0.464 -0.22
N -0.352 0.903 -1.412 -0.20
N 0.242 -0.905 0.694 -0.07
H 0.306 -1.645 -0.001 0.25
H 0.360 -1.133 1.682 0.25

Entry 5:
9
Properties=species:S:1:pos:R:3:mulliken_charge:R:1 method="wB97M-V/def2-TZVPD" energy_ha=-799.237058 fmax_ev_per_a=4.232 de_lowest_kj_mol=277.6 total_charge=0 mol_weight_g_mol=102.0
P -1.235 -1.793 0.284 -0.12
P -1.941 -0.820 -1.322 0.02
C -0.981 -0.063 0.032 -0.16
C 0.333 0.523 -0.040 0.01
C 1.529 -0.061 -0.066 -0.72
H 0.219 1.727 -0.120 0.21
H -2.067 1.007 0.859 0.21
H 1.746 -1.068 0.228 0.30
H 2.399 0.550 0.142 0.25

Entry 6:
18
Properties=species:S:1:pos:R:3:mulliken_charge:R:1 method="wB97M-V/def2-TZVPD" energy_ha=-310.003277 fmax_ev_per_a=2.982 de_lowest_kj_mol=182.9 smiles="C/C=C/C.O.O" total_charge=0 mol_weight_g_mol=92.1
O -5.928 1.845 2.942 -0.63
O -5.878 2.028 -1.348 -0.63
C 4.182 -0.802 -0.470 -0.07
C 5.341 -1.269 0.297 -1.01
C 2.035 -1.400 -1.503 -0.94
C 2.933 -1.355 -0.294 -0.23
H -5.016 2.182 2.824 0.31
H 2.788 -1.700 0.732 0.33
H -5.355 2.223 -0.570 0.31
H 2.286 -0.522 -2.114 0.28
H 6.042 -0.418 0.564 0.27
H 6.126 -1.813 -0.278 0.24
H 4.300 0.083 -1.115 0.30
H 0.970 -1.330 -1.257 0.31
H 2.233 -2.288 -2.122 0.22
H -5.903 2.841 -1.846 0.32
H 5.016 -1.939 1.093 0.30
H -5.553 0.939 2.946 0.32

Entry 7:
26
Properties=species:S:1:pos:R:3:mulliken_charge:R:1 method="wB97M-V/def2-TZVPD" spin_multiplicity=4 energy_ha=-1180.512336 fmax_ev_per_a=12.286 de_lowest_kj_mol=291.8 total_charge=+3 mol_weight_g_mol=419.3
Re 0.681 0.083 0.343 1.36
P -0.636 0.474 3.323 0.71
O -0.422 0.892 1.860 -0.80
O 2.763 -1.535 1.793 0.00
O -1.190 -5.592 0.641 -0.01
O 1.249 4.706 -0.105 -0.10
O 2.992 0.577 -1.774 -0.06
O -1.053 -0.594 -2.045 -0.06
C 2.032 0.395 -1.054 0.50
C -0.411 -0.360 -1.130 0.50
C -0.775 -4.659 0.981 0.03
C 1.332 3.517 -0.037 0.18
C 1.881 -1.046 1.291 0.23
C -0.901 -1.204 3.433 -1.00
C -1.933 1.395 3.982 -1.16
C 0.720 0.885 4.232 -0.97
H -1.888 -1.303 3.020 0.38
H 0.604 0.559 5.230 0.46
H 0.381 -1.386 0.289 -0.01
H -1.029 -1.419 4.495 0.46
H -2.149 1.452 5.029 0.44
H -1.918 2.384 3.543 0.39
H -0.176 -1.688 2.830 0.43
H -2.803 1.064 3.485 0.41
H 1.673 0.497 3.780 0.29
H 0.977 1.906 4.160 0.39